Density functional theory data (ωB97M-V/def2-TZVPD) for a molecular structure, C41H50F24N2O17S in a non-equilibrium geometry.

Each line ends with the Mulliken charge.
Atoms and positions in Å:
1 C -1.38 -0.03 -3.15  -0.4652
2 C -1.52 -1.55 -3.61  -0.3774
3 O -1.54 -2.50 -2.54  -0.0653
4 C -0.27 -3.14 -2.36  -1.1902
5 C 0.60 -2.18 -1.42  0.7197
6 C -0.11 -1.49 -0.36  -0.6663
7 C 0.61 -0.52 0.56  -0.5972
8 C 2.03 -0.31 0.37  -0.6783
9 C 2.75 -1.08 -0.71  0.1002
10 N 4.10 -1.01 -1.04  -0.5033
11 S 4.36 -2.07 -2.28  0.1835
12 N 2.82 -2.71 -2.61  -0.6937
13 C 2.08 -2.05 -1.65  1.0189
14 H -1.58 0.15 -2.07  0.0532
15 H -0.38 0.41 -3.42  0.3195
16 H -2.14 0.59 -3.72  -0.0585
17 H -0.73 -1.75 -4.38  0.3435
18 H -2.50 -1.62 -4.16  0.3198
19 H 0.30 -3.26 -3.33  0.3948
20 H -0.37 -4.17 -1.92  0.3978
21 H -1.22 -1.62 -0.23  0.4756
22 H -0.01 0.01 1.32  0.4806
23 H 2.58 0.42 1.03  0.5077
24 C 3.18 -3.42 2.07  -0.8607
25 C 2.62 -2.49 3.12  0.0663
26 O 2.12 -3.24 4.25  -0.3671
27 C 3.03 -3.59 5.16  0.3522
28 O 4.20 -3.33 5.11  -0.5152
29 C 2.35 -4.34 6.32  0.8699
30 F 1.45 -5.24 5.89  -0.2441
31 F 1.69 -3.49 7.13  -0.2495
32 F 3.23 -5.01 7.08  -0.2421
33 H 2.43 -4.16 1.78  0.2946
34 H 3.48 -2.86 1.18  0.0635
35 H 4.04 -3.97 2.45  0.3886
36 H 1.77 -1.94 2.72  0.1431
37 H 3.36 -1.75 3.44  0.2924
38 C 3.19 3.25 5.75  -1.0236
39 C 1.69 3.36 5.51  -0.3501
40 O 1.43 3.91 4.21  -0.3256
41 C 1.44 3.05 3.18  0.4119
42 O 1.66 1.88 3.29  -0.4806
43 C 1.10 3.77 1.88  0.8525
44 F 1.73 4.96 1.76  -0.2680
45 F -0.22 4.03 1.79  -0.2619
46 F 1.43 3.05 0.80  -0.2108
47 H 3.67 4.22 5.60  0.2590
48 H 3.39 2.90 6.76  0.4446
49 H 3.65 2.55 5.04  0.3058
50 H 1.25 4.04 6.23  0.3412
51 H 1.20 2.39 5.62  0.3135
52 C -3.60 -5.10 -3.88  -0.6348
53 C -4.03 -6.10 -4.93  -0.5031
54 O -4.01 -5.50 -6.24  -0.3289
55 C -2.83 -5.48 -6.86  0.4192
56 O -1.81 -5.91 -6.41  -0.5192
57 C -2.98 -4.86 -8.25  0.8471
58 F -3.75 -3.76 -8.24  -0.2372
59 F -3.54 -5.72 -9.12  -0.2517
60 F -1.80 -4.50 -8.77  -0.2459
61 H -4.23 -4.20 -3.93  0.1404
62 H -3.69 -5.53 -2.88  0.4397
63 H -2.57 -4.78 -4.03  0.1460
64 H -5.05 -6.42 -4.74  0.3608
65 H -3.40 -7.00 -4.91  0.3415
66 C -9.55 -3.82 -1.98  -1.1652
67 C -8.87 -2.50 -2.31  -0.1566
68 O -7.67 -2.34 -1.53  -0.2928
69 C -6.57 -2.92 -2.03  0.2487
70 O -6.53 -3.56 -3.04  -0.5185
71 C -5.36 -2.62 -1.14  0.9219
72 F -5.65 -2.73 0.17  -0.2896
73 F -4.91 -1.36 -1.33  -0.1674
74 F -4.33 -3.43 -1.37  -0.1741
75 H -9.73 -3.89 -0.90  0.3093
76 H -10.50 -3.90 -2.51  0.3866
77 H -8.92 -4.66 -2.25  0.3015
78 H -9.53 -1.67 -2.04  0.3542
79 H -8.66 -2.41 -3.37  0.2660
80 C -3.57 3.66 -5.81  -0.9986
81 C -4.85 4.06 -5.09  -0.0993
82 O -5.95 3.25 -5.55  -0.3274
83 C -6.09 2.06 -4.95  0.2923
84 O -5.37 1.64 -4.09  -0.4458
85 C -7.32 1.33 -5.49  0.9028
86 F -7.43 1.42 -6.83  -0.2497
87 F -8.46 1.84 -4.98  -0.2739
88 F -7.31 0.03 -5.19  -0.2113
89 H -3.70 3.71 -6.89  0.3112
90 H -2.75 4.33 -5.52  0.3875
91 H -3.29 2.64 -5.56  0.1557
92 H -5.10 5.09 -5.33  0.3222
93 H -4.74 3.99 -4.01  0.2341
94 C 10.07 -1.79 1.99  -1.1352
95 C 8.58 -1.69 1.71  -0.1710
96 O 8.34 -1.14 0.41  -0.3044
97 C 8.38 -2.01 -0.61  0.3643
98 O 8.60 -3.18 -0.50  -0.4995
99 C 8.06 -1.30 -1.93  0.7902
100 F 8.69 -0.11 -2.04  -0.2480
101 F 6.74 -1.05 -2.05  -0.1790
102 F 8.42 -2.01 -3.00  -0.2536
103 H 10.55 -0.81 1.85  0.3031
104 H 10.25 -2.13 3.01  0.3733
105 H 10.55 -2.48 1.30  0.3181
106 H 8.12 -1.01 2.43  0.3234
107 H 8.09 -2.66 1.82  0.3078
108 C 7.48 8.66 7.74  -1.0992
109 C 6.98 8.05 6.44  -0.2114
110 O 7.27 6.64 6.40  -0.3093
111 C 6.39 5.85 7.01  0.3468
112 O 5.40 6.22 7.57  -0.5067
113 C 6.79 4.38 6.84  0.9251
114 F 8.11 4.18 7.03  -0.2479
115 F 6.52 3.92 5.60  -0.2547
116 F 6.16 3.57 7.70  -0.2469
117 H 8.54 8.45 7.88  0.3021
118 H 7.33 9.74 7.74  0.3702
119 H 6.95 8.24 8.59  0.3142
120 H 7.51 8.50 5.60  0.3160
121 H 5.92 8.24 6.29  0.3155
122 C -6.08 1.33 0.25  -1.0168
123 C -4.63 1.40 0.69  0.0166
124 O -4.02 2.62 0.24  -0.3101
125 C -4.21 3.69 1.02  0.3065
126 O -4.83 3.69 2.04  -0.5180
127 C -3.46 4.89 0.45  0.8302
128 F -3.61 5.01 -0.89  -0.2368
129 F -2.14 4.80 0.68  -0.1821
130 F -3.87 6.05 0.98  -0.2658
131 H -6.15 1.46 -0.83  0.1352
132 H -6.51 0.37 0.53  0.3270
133 H -6.67 2.12 0.71  0.4352
134 H -4.07 0.58 0.24  0.1049
135 H -4.53 1.29 1.77  0.3528

Its energy is -157170.8855 eV. The gap between HOMO and LUMO comes out at 7.8 eV. The max |F| is 0.0825 Eh/bohr. Its net charge is 0.



Density functional theory data (ωB97M-V/def2-TZVPD) for a single C18H22F2N4O3S molecule in a non-equilibrium geometry.

Each line ends with the natural charge from an NBO analysis.
Atoms and positions in Å:
1 C -2.77 0.97 5.12  -0.6099
2 C -1.65 -0.02 4.87  -0.2105
3 N -1.20 0.07 3.50  -0.6025
4 C -0.18 -0.71 3.00  0.1616
5 C 0.39 -1.76 3.73  -0.2811
6 C 1.41 -2.53 3.19  -0.1817
7 C 1.87 -2.24 1.93  -0.3745
8 S 3.18 -3.17 1.18  2.3037
9 O 4.07 -2.28 0.49  -0.9466
10 O 3.75 -4.09 2.13  -0.9476
11 N 2.31 -4.02 -0.03  -0.6539
12 C 1.45 -5.01 0.58  -0.4327
13 C 3.19 -4.56 -1.04  -0.4313
14 C 1.32 -1.21 1.17  -0.2557
15 C 0.28 -0.46 1.68  0.2102
16 N -0.30 0.59 0.97  -0.6288
17 C 0.00 0.80 -0.42  -0.3176
18 C -1.09 1.68 -1.01  0.6967
19 O -2.14 1.90 -0.44  -0.5875
20 N -0.77 2.17 -2.24  -0.6105
21 C -1.61 2.96 -3.03  0.0016
22 C -2.33 4.05 -2.54  0.4175
23 F -2.17 4.43 -1.26  -0.3018
24 C -3.17 4.80 -3.34  -0.2850
25 C -3.29 4.49 -4.69  -0.1803
26 C -2.56 3.44 -5.23  -0.2923
27 C -1.75 2.70 -4.40  0.3962
28 F -1.03 1.67 -4.90  -0.3236
29 H -3.58 0.80 4.42  0.2150
30 H -3.15 0.87 6.13  0.2184
31 H -2.41 1.99 4.98  0.2040
32 H -0.82 0.17 5.58  0.1778
33 H -2.01 -1.04 5.05  0.1935
34 H -1.21 1.01 3.15  0.3843
35 H 0.04 -1.97 4.72  0.2198
36 H 1.86 -3.33 3.75  0.2402
37 H 0.80 -4.51 1.29  0.2168
38 H 0.84 -5.47 -0.20  0.2056
39 H 2.02 -5.78 1.10  0.1950
40 H 3.89 -3.77 -1.32  0.2363
41 H 2.60 -4.85 -1.91  0.2026
42 H 3.76 -5.42 -0.68  0.1836
43 H 1.74 -1.04 0.20  0.2343
44 H -1.28 0.75 1.16  0.4096
45 H 0.97 1.28 -0.53  0.2153
46 H 0.01 -0.14 -0.99  0.2053
47 H 0.01 1.75 -2.73  0.4147
48 H -3.70 5.63 -2.91  0.2356
49 H -3.94 5.07 -5.32  0.2242
50 H -2.62 3.19 -6.27  0.2357

The SMILES is CCNc1ccc(S(=O)(=O)N(C)C)cc1NCC(=O)Nc1c(F)cccc1F. As for the relative energy (zero: lowest compared OMol25 entry of this formula, charge and spin): 4.16 kJ/mol. Its energy is -47396.2151 eV. The gap between HOMO and LUMO comes out at 8.3 eV. The max |F| is 0.0223 Eh/bohr. Its net charge is 0.



Density functional theory data (ωB97M-V/def2-TZVPD) for a single C2H7N3O molecule.

Each line ends with the natural charge from an NBO analysis.
Atoms and positions in Å:
1 C -1.67 0.89 0.60  -0.4721
2 C 1.81 -0.08 0.05  -0.4268
3 N -0.24 0.80 0.57  -0.3081
4 N 0.36 -0.12 -0.09  0.0920
5 N -0.07 -1.11 -0.84  0.0145
6 O -1.28 -1.35 -1.19  -0.5703
7 H 0.67 -1.67 -1.27  0.3504
8 H -2.01 0.60 1.60  0.1988
9 H -2.17 0.27 -0.14  0.2389
10 H -1.94 1.94 0.46  0.2016
11 H 2.26 0.37 -0.84  0.2178
12 H 2.21 -1.08 0.19  0.2103
13 H 2.04 0.53 0.91  0.2531

As for the relative energy (zero: lowest compared OMol25 entry of this formula, charge and spin): 571.53 kJ/mol. Its energy is -8700.3535 eV. The gap between HOMO and LUMO (spin up / spin down) comes out at 8.0 / 8.2 eV. The max |F| is 0.0148 Eh/bohr. Its net charge is 0.



Density functional theory data (ωB97M-V/def2-TZVPD) for 2 unconnected molecules or ions with the total composition H4N2O2S2 in a non-equilibrium geometry.

Each line ends with the natural charge from an NBO analysis.
Atoms and positions in Å:
1 N -0.69 -0.22 0.53  -1.0497
2 N 2.29 0.22 0.58  -0.9926
3 O -2.98 0.04 -0.85  -0.8659
4 O 1.96 -1.42 -1.21  -0.8481
5 S -1.44 0.62 -0.69  0.6384
6 S 2.27 -0.02 -0.95  1.4359
7 H -0.35 0.35 1.42  0.3952
8 H 0.00 -0.96 0.24  0.3992
9 H -3.55 0.23 -0.10  0.4811
10 H 2.50 1.15 1.04  0.4065

As for the relative energy (zero: lowest compared OMol25 entry of this formula, charge and spin): 57.19 kJ/mol. Its energy is -28808.3055 eV. The gap between HOMO and LUMO comes out at 7.6 eV. The max |F| is 0.0650 Eh/bohr. Its net charge is 0.



Density functional theory data (ωB97M-V/def2-TZVPD) for 2 unconnected molecules or ions with the total composition C11H21N2 in a non-equilibrium geometry.

Each line ends with the natural charge from an NBO analysis.
Atoms and positions in Å:
1 C 1.62 -2.16 -2.53  -0.1623
2 C -1.10 -0.27 -1.72  -0.0479
3 C -1.57 1.06 -1.56  0.1541
4 C -2.11 1.75 -2.71  -0.6629
5 C 1.81 -2.46 2.35  -0.6043
6 C -1.54 1.84 -0.32  -0.4750
7 C 0.46 -1.92 1.90  -0.5229
8 C -0.03 1.99 -0.01  -0.3799
9 C 0.71 -0.53 1.40  0.2988
10 C 0.34 1.97 1.47  -0.4128
11 C -0.05 0.56 2.03  -0.5514
12 N -0.62 -1.11 -0.86  -0.4270
13 N 1.45 -1.73 -1.39  -0.2430
14 H 2.56 -2.65 -2.85  0.2239
15 H 0.85 -2.28 -3.28  0.1981
16 H -1.10 -0.65 -2.68  0.2049
17 H -3.23 2.14 -2.54  0.2449
18 H -2.00 1.17 -3.54  0.2235
19 H -1.64 2.60 -3.06  0.2485
20 H 2.51 -2.47 1.39  0.2285
21 H 2.19 -1.95 3.15  0.2178
22 H 1.80 -3.40 2.82  0.2513
23 H -1.83 1.31 0.56  0.2088
24 H -1.88 2.78 -0.37  0.2404
25 H -0.21 -1.80 2.65  0.2209
26 H -0.05 -2.52 1.06  0.3029
27 H 0.51 2.92 -0.36  0.2399
28 H 0.54 1.14 -0.58  0.2065
29 H 1.62 -0.46 0.85  0.2397
30 H -0.31 -0.70 0.08  0.2833
31 H 1.39 2.28 1.47  0.2341
32 H -0.20 2.62 2.09  0.2247
33 H -1.25 0.45 1.95  0.2811
34 H 0.36 0.49 3.10  0.3129

As for the relative energy (zero: lowest compared OMol25 entry of this formula, charge and spin): 753.17 kJ/mol. Its energy is -14712.9664 eV. The gap between HOMO and LUMO (spin up / spin down) comes out at 6.1 / 5.8 eV. The max |F| is 0.0905 Eh/bohr. Its net charge is +1.



Density functional theory data (ωB97M-V/def2-TZVPD) for a single C5H7BrO molecule in a non-equilibrium geometry.

Each line ends with the natural charge from an NBO analysis.
Atoms and positions in Å:
1 C 0.00 1.12 1.60  -0.6567
2 C -0.12 0.26 0.42  -0.0379
3 C -1.11 -0.02 -0.41  -0.2076
4 C -0.72 -0.99 -1.50  -0.0984
5 O 0.62 -1.46 -1.08  -0.4930
6 C 1.12 -0.51 -0.20  0.1980
7 Br 2.49 0.99 -1.14  -0.2417
8 H 0.96 0.74 2.26  0.2183
9 H -0.77 0.81 2.32  0.2357
10 H 0.06 2.22 1.45  0.2530
11 H -2.16 0.02 -0.27  0.2187
12 H -1.48 -1.88 -1.69  0.2090
13 H -0.62 -0.41 -2.37  0.2015
14 H 1.75 -0.88 0.60  0.2013

The SMILES is CC1=CCO[C@H]1Br. As for the relative energy (zero: lowest compared OMol25 entry of this formula, charge and spin): 86.07 kJ/mol. Its energy is -77386.6238 eV. The gap between HOMO and LUMO comes out at 9.8 eV. The max |F| is 0.0742 Eh/bohr. Its net charge is 0.